C36H46BaBrF4N4O4S3 | ωB97M-V with the def2-TZVPD basis set

Element x y z (Å)
1 Ba 0.28 -0.07 0.87
2 C 5.15 0.52 2.21
3 C 3.71 0.16 1.84
4 N 2.87 1.25 1.31
5 C 3.45 1.89 0.12
6 C 2.40 2.56 -0.75
7 C 2.54 2.25 2.34
8 C 1.39 1.84 3.27
9 N 0.12 1.90 2.52
10 C -0.96 2.53 3.00
11 C -2.08 2.66 2.13
12 F -1.98 2.08 0.89
13 C -3.24 3.31 2.44
14 F -4.22 3.34 1.51
15 C -3.44 3.91 3.67
16 C -2.38 3.78 4.56
17 F -2.49 4.32 5.79
18 C -1.21 3.12 4.27
19 F -0.30 3.02 5.27
20 H 5.67 -0.40 2.51
21 H 5.22 1.22 3.05
22 H 5.70 0.95 1.37
23 H 3.21 -0.25 2.72
24 H 3.73 -0.64 1.10
25 H 3.97 1.12 -0.46
26 H 4.21 2.63 0.42
27 H 1.69 1.84 -1.18
28 H 2.87 3.07 -1.60
29 H 1.82 3.30 -0.20
30 H 2.23 3.17 1.85
31 H 3.42 2.49 2.96
32 H 1.42 2.52 4.11
33 H 1.56 0.83 3.67
34 H -4.35 4.44 3.93
35 O 2.18 -0.57 -2.08
36 C 1.85 -1.71 -2.75
37 C 2.87 -2.45 -3.36
38 C 2.56 -3.58 -4.09
39 C 1.24 -4.01 -4.21
40 C 0.24 -3.29 -3.57
41 C 0.52 -2.14 -2.84
42 C -0.61 -1.46 -2.06
43 O -0.22 -0.41 -1.27
44 N -1.68 -1.04 -3.06
45 N -2.70 -0.27 -2.51
46 C -2.38 0.95 -2.22
47 C -1.16 1.77 -2.54
48 Br -1.37 3.55 -1.86
49 C -0.09 1.45 -3.26
50 C 1.01 2.31 -3.76
51 C 2.31 1.86 -3.54
52 C 3.39 2.59 -4.01
53 C 3.19 3.77 -4.72
54 C 1.88 4.21 -4.96
55 C 0.80 3.48 -4.48
56 H 1.30 -0.30 -1.69
57 H 3.89 -2.11 -3.23
58 H 3.36 -4.14 -4.56
59 H 1.00 -4.90 -4.78
60 H -0.78 -3.65 -3.63
61 H -1.06 -2.23 -1.43
62 H -2.11 -1.90 -3.37
63 H -3.18 1.51 -1.75
64 H 0.00 0.41 -3.51
65 H 2.46 0.94 -3.00
66 H 4.40 2.23 -3.82
67 H 4.03 4.34 -5.09
68 H 1.71 5.12 -5.52
69 H -0.21 3.82 -4.68
70 C -3.59 -3.39 -0.83
71 C -4.12 -3.38 0.60
72 C -3.14 -2.77 1.60
73 S -2.86 -1.02 1.35
74 O -1.52 -0.75 2.06
75 C -4.06 -0.38 2.50
76 C -5.51 -0.53 2.07
77 C -5.81 0.08 0.69
78 H -4.28 -3.93 -1.49
79 H -2.62 -3.89 -0.88
80 H -3.48 -2.38 -1.23
81 H -4.32 -4.40 0.94
82 H -5.08 -2.85 0.63
83 H -2.14 -3.20 1.50
84 H -3.45 -2.89 2.65
85 H -3.77 0.67 2.59
86 H -3.82 -0.87 3.45
87 H -6.12 -0.02 2.82
88 H -5.81 -1.58 2.09
89 H -5.52 1.13 0.65
90 H -6.88 0.01 0.45
91 H -5.26 -0.43 -0.12
92 C 3.25 -5.51 3.39
93 O 2.09 -4.81 2.94
94 C 2.21 -3.89 1.96
95 S 3.72 -3.56 1.29
96 S 0.70 -3.19 1.54
97 H 2.88 -6.29 4.05
98 H 3.92 -4.84 3.93
99 H 3.81 -5.94 2.56

As for the charge: -1. The value obtained for the total energy is -166341.518 eV. The value obtained for the energy above the lowest of the compared OMol25 structures with the same formula, charge and spin is 161.1 kJ/mol. Its LUMO energy is 2.14 eV. The value obtained for the HOMO energy is -4.5 eV.

Mulliken population analysis, charges in e, atoms 1 to 8: atom 1 (Ba): 1.59, atom 2 (C): -1.43, atom 3 (C): -0.36, atom 4 (N): 1.30, atom 5 (C): -1.63, atom 6 (C): 0.37, atom 7 (C): -1.11, atom 8 (C): -0.82